(1)
Molecular formula: C23H58N12O7
Method: DFT, ωB97M-V/def2-TZVPD

Computed properties:
SMILES = CC1(C)CCCC(C)(C)N1O.CC1(C)CCCC(C)(C)N1O.NC(N)=O.NC(N)=O.NC(N)=O.NC(N)=O.NC(N)=O
2S+1 = 1
HOMO = -8.0 eV
net charge = 0
energy above the lowest of the compared OMol25 structures with the same formula, charge and spin = 0.0 kJ/mol
orbital gap = 8.005 eV
lowest unoccupied orbital energy = -0.01 eV

Each line ends with the Löwdin charge.
Atoms and positions in Å:
H (-2.3141, 1.5296, -4.3414)  0.114
H (-3.1842, 0.0098, -2.9443)  0.105
H (5.1496, 4.7072, 1.3898)  0.109
H (-0.8328, 2.7383, -2.8848)  0.129
H (-4.6149, 0.9591, -3.4188)  0.123
N (-4.0764, -1.8420, 2.1474)  0.178
H (3.9927, 3.3782, -0.1058)  0.121
O (-0.5084, -4.6078, -3.0618)  0.015
H (1.8952, -4.4422, -0.3422)  0.040
C (4.8532, 3.7338, 1.7937)  -0.187
H (-5.3637, -0.5011, 3.9078)  0.104
H (2.2120, -1.2045, -3.2146)  0.101
H (5.7531, 3.3906, 2.3129)  0.104
C (-1.9763, 3.7503, -0.8649)  -0.034
H (2.9076, 4.5317, 2.0406)  0.124
O (0.6605, -0.1154, -4.8856)  -0.019
H (1.2775, 0.8245, 1.4055)  0.050
H (3.6257, 0.8716, 4.1203)  0.083
C (2.9742, 2.6350, 3.1047)  -0.504
O (-2.4480, -0.3345, 2.6134)  -0.020
H (-1.8323, -7.1997, -2.0268)  0.090
N (-0.7290, -1.7899, -4.3003)  0.152
H (-3.4530, -2.2542, 1.4751)  0.103
H (0.4277, 2.4959, -0.4872)  0.083
N (-1.9189, -6.3523, -2.5507)  0.140
C (-5.0051, 2.4691, -1.3016)  -0.022
H (-2.8184, 1.1268, 1.3544)  0.048
H (-2.6046, 4.1536, -1.6582)  0.065
C (-3.6039, -0.7460, 2.8045)  -0.642
C (4.9312, 0.5318, 1.5474)  -0.032
H (-4.9413, -2.2649, 2.4200)  0.104
N (-0.7219, -5.3005, -0.8981)  0.164
H (0.9862, -1.9641, -2.2850)  0.045
H (-2.1267, -0.8984, -0.6682)  0.067
H (-1.0258, 4.2819, -0.9601)  0.084
O (-3.2759, 1.7569, 0.7866)  -0.019
H (1.1126, 2.3508, 4.3153)  0.078
N (-0.3039, -1.3649, 1.0137)  0.200
H (4.0318, 0.9039, -1.1124)  0.091
H (-5.8227, -0.0348, -1.3730)  0.087
C (-2.6502, 1.9364, -3.3893)  -0.159
H (-5.3504, 2.5878, -0.2719)  0.084
H (-5.8901, 2.2850, -1.9081)  0.085
H (3.5477, -5.9150, 2.2866)  0.099
H (-0.9697, 0.9618, -2.5073)  0.102
C (3.4829, -5.5282, 0.2882)  -0.678
H (5.6193, 0.2482, 0.7423)  0.087
H (1.6432, 3.9986, 4.0833)  0.080
N (-2.8586, 1.3905, -0.5181)  -0.077
C (3.7496, 1.9469, 4.2354)  -0.016
H (0.5791, -1.3168, 1.4955)  0.106
C (-1.4323, 1.9503, -2.4305)  -0.125
H (-3.9760, 0.6034, 4.1384)  0.122
H (5.6230, 0.9419, 2.2839)  0.074
H (4.4286, -0.3682, 1.9034)  0.085
H (-4.5294, 3.4147, -1.5533)  0.066
N (-4.4252, -0.2076, 3.7392)  0.183
N (2.7372, -4.8895, -0.6480)  0.174
H (2.0079, -5.3189, 1.6743)  0.083
H (-0.4802, 1.9492, 0.8942)  0.081
C (3.8985, 1.5061, 0.9672)  -0.511
C (-3.6949, 0.9729, -2.8347)  -0.140
H (3.3876, 2.2537, 5.2176)  0.080
C (-4.0461, 1.2702, -1.3673)  -0.509
C (0.3879, -1.0330, -4.0945)  -0.686
H (-1.2269, -5.9091, -0.2874)  0.093
O (0.5110, -2.6502, -0.6987)  -0.061
H (5.5949, 2.6556, 0.1599)  0.122
H (-1.6656, -2.1965, -1.7332)  0.087
H (-2.3513, 4.0875, 0.1047)  0.085
H (-1.1066, -0.9210, 1.4413)  0.054
C (4.6069, 2.8051, 0.5971)  -0.141
H (-0.7808, -2.6830, -3.8302)  0.042
O (1.9312, 0.7097, 2.1087)  -0.030
H (-0.1949, 0.8679, -0.4709)  0.063
H (-1.1275, -1.6923, -5.2151)  0.101
H (-2.1455, -6.3745, -3.5317)  0.102
C (3.6006, 3.9432, 2.6413)  -0.145
H (-4.2858, -0.8760, -1.1461)  0.067
H (-0.0005, -4.6473, -0.6311)  0.049
C (-0.4371, 1.9009, -0.1985)  -0.033
H (-3.0110, 2.9656, -3.4448)  0.102
N (2.7893, 1.8008, 1.9049)  -0.113
H (3.0410, -4.8602, -1.6004)  0.113
H (3.9011, 4.4993, 3.5335)  0.124
O (4.6136, -5.9585, 0.0576)  0.002
H (4.8025, 2.2297, 4.1986)  0.073
N (-1.5372, -1.6968, -0.8707)  0.206
C (-4.8410, 0.0436, -0.9072)  -0.048
C (-0.3719, -1.9173, -0.2055)  -0.637
C (-1.0589, -5.3220, -2.2298)  -0.641
C (1.5539, 3.0281, 3.5817)  -0.040
C (3.2927, 0.9142, -0.3086)  -0.029
N (1.2470, -1.4695, -3.1447)  0.173
H (3.0653, -0.1424, -0.1468)  0.083
H (0.7909, 3.2233, 2.8260)  0.075
H (-4.9665, -0.1562, 0.1626)  0.062
N (2.9893, -5.4995, 1.5684)  0.144
H (2.4456, 1.5131, -0.6349)  0.071
C (-1.7459, 2.2314, -0.9437)  -0.490


(2)
Molecular formula: C37H30NPS4Ti
Method: DFT, ωB97M-V/def2-TZVPD

Computed properties:
2S+1 = 3
HOMO (alpha / beta) = -6.8 / -6.8 eV
net charge = 0
orbital gap (alpha / beta) = 7.115 / 4.770 eV
lowest unoccupied orbital energy (alpha / beta) = 0.30 / -2.06 eV

Each line ends with the natural charge from an NBO analysis.
Atoms and positions in Å:
N (-1.1865, 0.4714, -2.3410)  -0.629
H (-2.5184, -4.3219, -1.9061)  0.204
S (2.7862, -0.7897, -1.7268)  -0.223
H (-4.3409, -0.6553, -2.3385)  0.214
H (4.8955, -0.9111, 2.4464)  0.219
C (-0.4402, -4.8440, -1.9683)  -0.219
H (-0.8989, 1.5526, 4.3664)  0.222
H (2.0403, -3.1367, -0.4290)  0.245
C (-3.0051, 1.2413, -0.9107)  -0.582
H (6.3568, 3.5600, -2.0436)  0.210
H (-4.2785, 5.7115, 3.3510)  0.220
S (1.8087, 2.2585, -0.9573)  -0.175
C (-1.5177, -4.0645, -1.5830)  -0.149
H (-2.1718, -2.3375, -0.5163)  0.210
C (3.4458, 1.8900, -1.4922)  -0.098
C (5.6668, 2.7295, -1.9649)  -0.229
C (-1.7379, 4.1641, 1.6964)  -0.316
C (-0.6870, -0.2080, -3.4314)  0.165
H (5.5292, -0.6294, -2.3754)  0.215
C (-2.4033, 5.0280, 2.5827)  -0.145
P (0.3399, -1.0001, 0.4577)  0.895
H (-1.0507, -1.7970, -4.8560)  0.229
H (-2.5229, -1.9351, 1.2633)  0.214
C (2.4115, -3.0489, 3.2956)  -0.236
C (-1.3205, -2.9369, -0.8003)  -0.232
H (4.4359, -2.8078, 3.9580)  0.214
C (0.8381, -4.5047, -1.5470)  -0.203
H (2.2056, -3.8734, 3.9663)  0.215
C (-2.1684, -1.1435, 1.9100)  -0.254
H (1.1501, -0.3369, -4.5334)  0.240
H (-4.5030, 2.7075, 0.3237)  0.215
C (0.6255, 0.1925, -3.7536)  -0.728
Ti (0.6797, 0.3575, -1.5953)  0.928
C (1.4253, -2.5941, 2.4388)  -0.133
H (0.4459, -3.0589, 2.4363)  0.208
C (-3.7784, 5.0431, 2.6624)  -0.247
H (7.1242, 1.2504, -2.5260)  0.209
C (-1.2600, 0.7998, 3.6777)  -0.203
C (-0.8926, -0.6168, 1.7559)  -0.244
C (3.9212, -1.3825, 2.4408)  -0.202
C (4.3555, 2.9482, -1.5925)  -0.245
S (-1.6352, 2.2355, -0.2408)  0.355
C (1.6903, -1.5381, 1.5662)  -0.353
H (4.0031, 3.9487, -1.3728)  0.216
H (0.5522, 0.7704, 2.5325)  0.232
C (-3.8944, 3.3414, 0.9541)  -0.282
C (-2.5091, 3.2868, 0.8791)  -0.025
C (5.2071, 0.3814, -2.1580)  -0.211
C (-2.9947, -0.6765, 2.9262)  -0.202
H (0.7798, 1.2757, -3.7452)  0.248
C (1.0399, -3.3886, -0.7547)  -0.182
C (-3.3008, -0.5705, -2.6240)  -0.270
C (-0.4448, 0.3605, 2.6506)  -0.210
S (-0.0317, 4.1956, 1.5893)  0.133
C (-2.7694, -1.3674, -3.6563)  -0.156
C (2.9357, -0.9242, 1.5757)  -0.178
H (-3.9935, -1.0820, 3.0336)  0.213
C (3.6633, -2.4452, 3.2919)  -0.196
H (3.1353, -0.1011, 0.9024)  0.246
H (-3.7309, 1.9177, -1.3659)  0.236
C (-2.4776, 0.3195, -1.9810)  0.230
H (-3.1955, 0.6517, 4.5955)  0.217
H (-3.4934, 0.6993, -0.1004)  0.240
C (-0.0413, -2.5836, -0.3770)  -0.346
H (-0.5911, -5.7136, -2.5950)  0.215
C (-2.5462, 0.2925, 3.8070)  -0.209
C (-1.4696, -1.2146, -4.0474)  -0.244
H (-3.4103, -2.0780, -4.1629)  0.219
H (1.6853, -5.1135, -1.8349)  0.221
C (-4.5225, 4.2069, 1.8379)  -0.153
H (-5.6039, 4.2318, 1.8733)  0.217
C (3.8697, 0.5873, -1.7978)  -0.226
H (-1.8067, 5.6880, 3.1981)  0.229
C (6.0960, 1.4347, -2.2400)  -0.223


(3)
Molecular formula: C8H18NO3V
Method: DFT, ωB97M-V/def2-TZVPD

Computed properties:
2S+1 = 1
HOMO = -8.1 eV
net charge = 0
orbital gap = 3.930 eV
lowest unoccupied orbital energy = -4.18 eV

Each line ends with the natural charge from an NBO analysis.
Atoms and positions in Å:
H (-0.0347, 0.3858, -2.6537)  0.206
C (-1.8749, 1.7978, -1.1847)  -0.064
H (0.2638, 3.6622, -0.8804)  0.170
H (1.9391, -1.2961, 0.6149)  0.221
H (0.4065, 0.1331, -0.3015)  0.203
H (0.6643, 2.0162, -1.4426)  0.157
C (0.9238, -1.7217, 0.6943)  -0.392
C (0.5562, -1.8221, 2.2279)  -0.300
C (-0.0844, -0.8380, -0.1247)  -0.425
H (0.6219, 3.3718, -2.5931)  0.195
V (3.5824, -0.2768, 5.3280)  1.706
H (-0.5470, -1.9813, 2.3233)  0.232
H (-1.3681, 1.6750, -0.2059)  0.164
H (0.5332, -1.8628, -1.9852)  0.205
C (-2.1587, 0.4296, -1.8965)  -0.429
O (-1.2431, 2.7344, -2.0396)  -0.543
H (0.9534, -2.7508, 0.2920)  0.223
C (0.1139, 2.9376, -1.7095)  -0.252
C (-0.3868, -1.4521, -1.5295)  -0.389
H (-1.1269, -2.2731, -1.4844)  0.203
C (-0.8891, -0.2806, -2.4640)  -0.403
O (3.9983, -1.7583, 4.5259)  -0.938
H (1.0727, -2.6712, 2.7017)  0.218
H (-2.8389, 0.6696, -2.7318)  0.217
H (-1.0180, -0.7660, 0.4602)  0.200
N (0.9433, -0.6237, 2.9132)  -0.365
O (3.2585, 1.1822, 6.2065)  -0.930
H (-2.8778, 2.2111, -0.9392)  0.184
H (-1.2068, -0.7858, -3.3997)  0.211
H (0.4933, 0.1686, 2.4336)  0.314
H (-2.6695, -0.2147, -1.1556)  0.201


(4)
Molecular formula: C6H14O
Method: DFT, ωB97M-V/def2-TZVPD

Computed properties:
SMILES = C/C=C/CCC.O
2S+1 = 1
HOMO = -9.2 eV
net charge = 0
energy above the lowest of the compared OMol25 structures with the same formula, charge and spin = 142.0 kJ/mol
orbital gap = 10.175 eV
lowest unoccupied orbital energy = 0.93 eV

Each line ends with the natural charge from an NBO analysis.
Atoms and positions in Å:
C (-0.2514, 0.8215, -1.1044)  -0.391
H (-1.7389, -0.5139, 3.7855)  0.215
H (-1.7705, -0.6589, -0.6310)  0.212
H (1.3591, -1.9489, -2.7242)  0.468
H (-0.7620, 1.0995, -2.0286)  0.197
H (-0.5334, 1.6313, -0.4311)  0.195
O (2.3141, -1.9552, -2.8464)  -0.932
H (0.0897, -1.3325, 1.3823)  0.203
H (1.4949, 1.7074, -1.9655)  0.203
H (-0.1005, -1.2965, -0.8048)  0.186
C (1.2590, 0.8210, -1.3717)  -0.609
H (1.4284, -0.0253, -2.0184)  0.195
C (-0.4613, -0.4455, 1.0994)  -0.196
H (1.9097, 0.7895, -0.5017)  0.212
C (-0.7155, -0.4771, -0.4303)  -0.430
C (-1.2520, 0.3100, 1.8456)  -0.174
H (2.5147, -1.2969, -3.5127)  0.471
C (-1.1609, 0.3090, 3.3572)  -0.647
H (-0.1318, 0.2040, 3.6968)  0.218
H (-1.5719, 1.2172, 3.7856)  0.211
H (-1.9194, 1.0403, 1.4184)  0.194


(5)
Molecular formula: CIN3S
Method: DFT, ωB97M-V/def2-TZVPD

Computed properties:
SMILES = N#[N+][S-].N#CI
2S+1 = 1
HOMO = -9.4 eV
net charge = 0
energy above the lowest of the compared OMol25 structures with the same formula, charge and spin = 34.3 kJ/mol
orbital gap = 8.991 eV
lowest unoccupied orbital energy = -0.39 eV

Each line ends with the natural charge from an NBO analysis.
Atoms and positions in Å:
C (1.5515, -0.4268, 0.0146)  0.015
S (-1.2590, -0.4616, 1.0179)  0.160
N (1.0179, -1.3398, -0.3962)  -0.334
I (2.7537, 1.0976, 0.5710)  0.315
N (-1.7907, 0.3294, -0.1511)  -0.160
N (-2.2733, 0.8012, -1.0563)  0.004


(6)
Molecular formula: C7H14
Method: DFT, ωB97M-V/def2-TZVPD

Computed properties:
2S+1 = 1
HOMO = -7.1 eV
net charge = 0
energy above the lowest of the compared OMol25 structures with the same formula, charge and spin = 704.4 kJ/mol
orbital gap = 5.863 eV
lowest unoccupied orbital energy = -1.24 eV

Each line ends with the natural charge from an NBO analysis.
Atoms and positions in Å:
C (-1.3504, 2.0610, 0.8537)  -0.625
H (0.3926, 1.0212, 1.6592)  0.197
H (-1.4131, -0.7510, 1.8517)  0.204
C (0.1515, -1.5834, 0.5044)  -0.434
C (-0.9102, -0.4918, 0.9128)  -0.387
H (0.3927, 0.9122, -0.0019)  0.144
H (-1.8584, 1.9741, -0.1126)  0.208
H (2.7265, -0.8943, -0.0413)  0.208
C (0.0106, -1.1365, -1.9404)  -0.403
H (2.4964, -0.0237, -1.5993)  0.201
H (-0.2638, -2.5778, 0.3954)  0.219
H (0.8562, 1.6121, -0.7403)  0.084
H (-1.6243, -0.6698, 0.0947)  0.202
C (0.7178, -0.9480, -0.7775)  -0.036
H (0.3564, -0.5937, -2.8105)  0.194
H (1.0248, -1.6103, 1.1544)  0.196
C (-0.3737, 0.9183, 0.8701)  -0.401
H (-2.0217, 2.2139, 1.6993)  0.218
H (-0.4555, -2.1124, -2.0324)  0.209
C (2.0207, -0.3637, -0.6896)  -0.413
H (-0.8750, 3.0438, 0.7501)  0.214


The calculation returns the following calculated total energy values, one per record and in order: -2095.04270; -4266.30359; -1539.75704; -312.20095; -898.18507; -274.84796 Eh.